[1]
The following is a quantum chemistry calculation of one molecule with the formula C20H35N3O5S, from OMol25.

The SMILES is CC1(C)CCC[C@@H](C(=O)NC[C@@H]2CC[C@]3(CO2)C[C@H](NC(=O)CS(N)(=O)=O)C3)C1. The value obtained for the energy relative to the best compared isomer or geometry (same formula, charge and spin) is 15.50 kJ/mol. As for the spin multiplicity: 1. The calculation puts the LUMO energy at 0.453 eV. Its HOMO-LUMO gap is 9.785 eV.

```
64
C20H35N3O5S | OMol25 | ωB97M-V/def2-TZVPD
C -5.290 3.278 3.322
C -4.068 3.916 2.664
C -4.389 5.383 2.368
C -2.869 3.802 3.617
C -1.544 4.221 2.983
C -1.275 3.427 1.708
C -2.435 3.593 0.719
C -2.142 2.874 -0.586
O -1.886 3.478 -1.615
N -2.196 1.514 -0.543
C -1.714 0.720 -1.653
C -0.211 0.529 -1.610
C 0.318 -0.242 -2.809
C 1.812 -0.508 -2.645
C 2.077 -1.185 -1.310
C 1.461 -0.347 -0.201
O 0.071 -0.166 -0.397
C 1.672 -2.679 -1.199
C 2.995 -2.925 -0.446
N 3.683 -4.190 -0.625
C 4.617 -4.484 -1.552
O 4.979 -3.755 -2.455
C 5.288 -5.850 -1.393
S 4.202 -7.237 -1.167
N 3.172 -7.126 -2.437
O 4.990 -8.420 -1.318
O 3.432 -6.999 0.026
C 3.538 -1.591 -0.998
C -3.751 3.155 1.367
H -5.106 2.225 3.551
H -5.538 3.788 4.255
H -6.161 3.334 2.665
H -3.559 5.910 1.899
H -5.249 5.457 1.698
H -4.636 5.910 3.292
H -3.067 4.396 4.515
H -2.784 2.759 3.944
H -1.561 5.289 2.746
H -0.731 4.077 3.698
H -0.340 3.747 1.242
H -1.157 2.368 1.966
H -2.499 4.645 0.436
H -2.218 1.071 0.359
H -2.197 -0.258 -1.621
H -1.994 1.222 -2.577
H 0.270 1.519 -1.570
H -0.223 -1.192 -2.879
H 0.116 0.321 -3.723
H 2.197 -1.124 -3.461
H 2.357 0.443 -2.676
H 1.574 -0.829 0.772
H 1.965 0.630 -0.159
H 0.742 -2.913 -0.681
H 1.686 -3.163 -2.177
H 2.826 -2.829 0.627
H 3.481 -4.914 0.050
H 5.876 -6.040 -2.286
H 5.944 -5.863 -0.520
H 3.301 -7.862 -3.116
H 2.214 -6.985 -2.151
H 4.120 -1.725 -1.904
H 4.091 -0.967 -0.293
H -3.705 2.086 1.605
H -4.576 3.281 0.659
```

***

[2]
The following is a quantum chemistry calculation of a 2-piece molecular cluster, C2H10N5 overall at a distorted geometry, from OMol25.

The expectation value of S² is 2.008. The value obtained for the energy relative to the best compared isomer or geometry (same formula, charge and spin) is 336.69 kJ/mol. Its total charge is +1. As for the spin multiplicity: 3. The calculation puts the LUMO energy (alpha / beta) at -3.503 / -4.951 eV. Its HOMO-LUMO gap (alpha / beta) is 5.333 / 7.445 eV.

```
17
C2H10N5 | OMol25 | ωB97M-V/def2-TZVPD
C -1.111 0.995 -0.236
C -2.548 -1.049 0.097
N -1.935 0.163 -0.054
N -0.569 2.128 -0.479
N 1.420 -0.538 -1.375
N 1.124 0.432 -0.580
N 1.824 0.371 1.050
H -3.531 -0.931 0.517
H -2.106 -1.701 0.892
H -2.626 -1.495 -0.854
H 0.382 1.921 -0.522
H -0.985 2.943 -0.856
H 0.910 -1.427 -1.457
H 2.387 -0.547 -1.990
H 2.661 -0.181 1.242
H 0.997 0.410 1.754
H 2.294 1.232 1.074
```

***

[3]
The following is a quantum chemistry calculation of C43H47AsFMnN3O3S4 as an isolated structure, from OMol25.

The expectation value of S² is 8.754. Its total charge is +2. As for the spin multiplicity: 6. The calculation puts the LUMO energy at -4.550 eV. Its HOMO-LUMO gap is 7.469 eV.

```
103
C43H47AsFMnN3O3S4 | OMol25 | ωB97M-V/def2-TZVPD
Mn 0.106 0.138 0.117
C -1.738 -3.158 0.128
C -2.932 -2.238 -0.111
S -2.649 -0.468 0.159
C -3.009 -0.257 1.917
C -2.052 -0.923 2.897
S -0.362 -0.280 2.737
C 0.622 -1.774 3.042
C 2.069 -1.578 2.601
S 2.336 -1.149 0.862
C 2.335 -2.732 -0.016
C 1.034 -3.519 -0.053
S -0.298 -2.519 -0.763
H -1.983 -4.156 -0.236
H -1.501 -3.238 1.190
H -3.780 -2.553 0.498
H -3.248 -2.314 -1.152
H -4.025 -0.604 2.112
H -3.011 0.825 2.063
H -2.031 -2.002 2.750
H -2.397 -0.740 3.915
H 0.157 -2.602 2.507
H 0.603 -2.000 4.109
H 2.648 -2.476 2.825
H 2.526 -0.762 3.164
H 3.134 -3.348 0.398
H 2.639 -2.452 -1.027
H 0.745 -3.849 0.946
H 1.185 -4.412 -0.658
F -1.580 6.277 2.447
C -1.363 5.956 1.153
C -1.219 4.646 0.811
C -0.873 4.301 -0.500
C -0.615 2.900 -0.823
O -0.878 2.024 0.041
C -0.046 2.656 -2.106
C 0.056 3.699 -2.986
N -0.276 4.974 -2.722
C -0.094 5.988 -3.741
C -0.535 5.681 -5.139
C -1.310 6.661 -4.310
C -0.692 5.317 -1.443
C -0.910 6.654 -1.084
C -1.241 6.994 0.212
N -1.423 8.357 0.549
C -0.275 9.237 0.447
C -0.732 10.647 0.125
N -1.688 11.096 1.201
C -2.846 10.140 1.352
C -2.312 8.745 1.623
C 0.432 1.307 -2.636
O 0.597 1.195 -3.835
O 0.693 0.407 -1.752
H -1.311 3.873 1.561
H 0.420 3.492 -3.984
H 0.808 6.573 -3.609
H -0.994 4.721 -5.324
H 0.084 6.053 -5.941
H -2.269 6.334 -3.933
H -1.239 7.714 -4.548
H -0.822 7.430 -1.830
H 0.401 8.894 -0.333
H 0.306 9.247 1.386
H -1.289 10.680 -0.810
H 0.092 11.357 0.095
H -2.030 12.035 1.001
H -1.186 11.151 2.090
H -3.401 10.180 0.416
H -3.467 10.505 2.168
H -3.166 8.072 1.669
H -1.825 8.718 2.609
C 2.732 6.920 0.668
C 2.556 6.502 1.979
C 2.361 5.156 2.265
C 2.330 4.225 1.236
C 2.483 4.650 -0.082
C 2.694 5.991 -0.365
As 2.124 2.308 1.537
C 2.344 2.175 3.452
C 1.389 2.418 4.429
C 1.710 2.213 5.764
C 2.974 1.752 6.111
C 3.928 1.499 5.136
C 3.622 1.714 3.796
C 4.530 1.485 2.654
C 5.837 1.013 2.731
C 6.573 0.843 1.569
C 6.017 1.131 0.327
C 4.710 1.587 0.239
C 3.978 1.767 1.400
H 2.930 7.963 0.451
H 2.601 7.218 2.791
H 2.252 4.838 3.295
H 2.450 3.932 -0.896
H 2.846 6.308 -1.390
H 0.396 2.758 4.159
H 0.975 2.406 6.535
H 3.220 1.592 7.153
H 4.909 1.144 5.426
H 6.286 0.786 3.689
H 7.592 0.484 1.630
H 6.604 0.991 -0.571
H 4.270 1.784 -0.733
```

***

[4]
The following is a quantum chemistry calculation of C40H53BN12O2S4Tl as an isolated structure at a distorted geometry, from OMol25.

The value obtained for the energy relative to the best compared isomer or geometry (same formula, charge and spin) is 17.10 kJ/mol. Its total charge is +1. As for the spin multiplicity: 1. The calculation puts the LUMO energy (alpha / beta) at -5.203 / -5.819 eV. Its HOMO-LUMO gap (alpha / beta) is 4.055 / 3.439 eV.

```
113
C40H53BN12O2S4Tl | OMol25 | ωB97M-V/def2-TZVPD
Tl 1.650 -0.832 -0.734
C -3.180 4.679 0.169
C -1.831 5.371 0.505
C -2.130 6.947 0.475
C -0.672 5.178 -0.608
N -1.391 4.963 1.837
C -1.295 5.718 3.017
C -0.679 4.936 3.960
N -0.573 3.630 3.448
B 0.073 2.430 4.246
N -1.152 1.360 4.448
C -2.163 1.650 5.326
C -3.178 0.750 5.193
N -2.718 -0.202 4.239
C -1.492 0.213 3.740
S -0.704 -0.582 2.532
C -3.288 -1.485 3.903
C -3.562 -1.586 2.395
C -2.270 -2.560 4.393
C -4.635 -1.673 4.679
N 1.408 1.797 3.747
C 1.724 0.463 4.247
C 2.972 0.248 3.885
N 3.558 1.343 3.245
C 2.512 2.325 3.123
S 2.728 3.680 2.166
C 4.889 1.449 2.567
C 5.644 2.612 3.200
C 4.919 1.575 1.025
C 5.673 0.182 2.983
C -0.961 3.670 2.160
S -1.072 2.341 1.151
H -3.565 5.164 -0.741
H -3.849 4.859 0.977
H -3.050 3.580 -0.069
H -2.664 7.168 -0.417
H -1.157 7.454 0.490
H -2.716 7.212 1.347
H -0.996 5.750 -1.558
H -0.538 4.152 -0.835
H 0.218 5.616 -0.216
H -1.757 6.692 3.168
H -0.412 5.132 4.946
H 0.384 2.990 5.313
H -1.893 2.373 6.141
H -4.196 0.689 5.591
H -2.687 -1.962 1.921
H -3.815 -0.598 1.966
H -4.483 -2.163 2.247
H -1.309 -2.498 3.907
H -2.685 -3.524 4.186
H -2.182 -2.516 5.464
H -5.453 -0.929 4.310
H -4.509 -1.447 5.725
H -5.020 -2.727 4.581
H 1.005 -0.254 4.670
H 3.567 -0.682 4.099
H 5.177 3.588 3.029
H 6.627 2.667 2.746
H 5.883 2.368 4.230
H 4.281 2.435 0.757
H 4.445 0.633 0.624
H 5.958 1.626 0.699
H 5.771 0.186 4.073
H 6.734 0.173 2.631
H 5.285 -0.815 2.621
O 1.035 -3.966 -3.816
C 1.648 -3.281 -2.980
N 1.619 -1.893 -2.960
C 1.661 -1.227 -4.193
O 1.030 -1.498 -5.175
C 2.809 -0.324 -4.393
C 3.451 -0.205 -5.644
C 4.682 0.472 -5.722
C 5.169 1.181 -4.647
C 4.320 1.190 -3.474
N 3.219 0.466 -3.400
C 2.318 -4.146 -1.914
C 2.395 -5.553 -2.155
C 3.037 -6.349 -1.227
C 3.731 -5.741 -0.173
C 3.537 -4.359 0.021
N 2.924 -3.587 -0.867
H 2.915 -0.693 -6.563
H 5.296 0.505 -6.630
H 6.046 1.803 -4.576
H 4.663 1.713 -2.624
H 2.112 -5.934 -3.164
H 3.006 -7.431 -1.296
H 4.334 -6.323 0.552
H 3.894 -3.905 0.951
N 0.112 1.021 -1.735
H 0.716 1.391 -2.461
H -0.096 1.826 -1.128
H -0.740 0.569 -2.078
N -1.787 -3.040 -4.787
C -2.578 -2.631 -3.802
S -2.203 -1.530 -2.552
N -3.791 -3.213 -3.790
C -4.556 -3.753 -4.885
C -4.498 -3.128 -6.163
C -5.162 -3.745 -7.256
C -5.891 -4.909 -7.087
C -5.995 -5.473 -5.799
C -5.294 -4.927 -4.683
H -0.842 -2.632 -4.914
H -2.001 -3.893 -5.228
H -4.339 -2.995 -2.976
H -3.920 -2.188 -6.276
H -5.042 -3.331 -8.266
H -6.279 -5.445 -7.988
H -6.509 -6.408 -5.608
H -5.360 -5.456 -3.760
```

***

[5]
The following is a quantum chemistry calculation of an isolated ion of composition C5H15N2 and charge +1, from OMol25.

The SMILES is CCC[NH2+]CCN. The value obtained for the energy relative to the best compared isomer or geometry (same formula, charge and spin) is 26.91 kJ/mol. Its total charge is +1. As for the spin multiplicity: 1. The calculation puts the LUMO energy at -2.827 eV. Its HOMO-LUMO gap is 11.493 eV.

```
22
C5H15N2 | OMol25 | ωB97M-V/def2-TZVPD
C -1.263 -1.650 -1.414
C -1.951 -0.305 -1.150
C -1.504 0.340 0.130
N -0.087 0.834 0.002
C 0.654 1.109 1.265
C 2.128 0.789 1.017
N 2.162 -0.565 0.480
H -1.935 -2.478 -1.212
H -0.851 -1.700 -2.412
H -0.432 -1.817 -0.721
H -3.029 -0.443 -1.046
H -1.817 0.389 -1.974
H -1.492 -0.382 0.949
H -2.133 1.175 0.428
H -0.053 1.636 -0.624
H 0.462 0.063 -0.416
H 0.455 2.130 1.570
H 0.302 0.438 2.049
H 2.469 1.435 0.212
H 2.683 0.975 1.931
H 2.346 -1.300 1.158
H 2.886 -0.673 -0.221
```

***

[6]
The following is a quantum chemistry calculation of one molecule with the formula C4H12N2S at a distorted geometry, from OMol25.

The SMILES is CN[C@@H](CN)CS. The value obtained for the energy relative to the best compared isomer or geometry (same formula, charge and spin) is 94.87 kJ/mol. As for the spin multiplicity: 1. The calculation puts the LUMO energy at 0.882 eV. Its HOMO-LUMO gap is 9.444 eV.

```
19
C4H12N2S | OMol25 | ωB97M-V/def2-TZVPD
C -1.141 -1.619 1.615
N -0.328 -0.412 1.507
C -0.129 0.280 0.216
C 1.289 0.840 0.254
N 1.787 1.440 -0.997
C -0.364 -0.545 -1.057
S -1.310 0.406 -2.303
H -0.826 -2.276 0.821
H -2.220 -1.443 1.627
H -0.930 -2.030 2.605
H -0.668 0.290 2.147
H -0.783 1.157 0.196
H 1.418 1.572 1.059
H 1.964 0.016 0.480
H 1.933 2.448 -0.875
H 1.061 1.532 -1.699
H -0.973 -1.409 -0.828
H 0.584 -0.792 -1.528
H -0.364 0.543 -3.239
```

***

[7]
The following is a quantum chemistry calculation of one molecule with the formula C4H7NO at a distorted geometry, from OMol25.

The value obtained for the energy relative to the best compared isomer or geometry (same formula, charge and spin) is 410.40 kJ/mol. As for the spin multiplicity: 1. The calculation puts the LUMO energy at 0.628 eV. Its HOMO-LUMO gap is 8.368 eV.

```
13
C4H7NO | OMol25 | ωB97M-V/def2-TZVPD
C -0.680 -0.528 -0.255
C 1.704 -0.821 0.158
C 2.561 0.442 0.011
C -2.951 0.269 -0.168
N 0.443 -0.766 0.220
O -1.793 -0.271 0.529
H 1.992 -1.824 0.448
H 2.444 1.001 0.947
H 2.374 1.137 -0.810
H 3.596 0.147 -0.009
H -2.622 1.367 -0.439
H -3.946 0.179 0.480
H -3.123 -0.331 -1.114
```

***

[8]
The following is a quantum chemistry calculation of a 9-piece molecular cluster, C21H29F2N11O5P overall at a distorted geometry, from OMol25.

Its total charge is +1. As for the spin multiplicity: 1. The calculation puts the LUMO energy at -3.026 eV. Its HOMO-LUMO gap is 9.455 eV.

```
69
C21H29F2N11O5P | OMol25 | ωB97M-V/def2-TZVPD
O 0.682 4.970 0.620
C 0.279 4.688 1.700
F -0.243 5.550 2.551
N 0.310 3.373 2.274
C -0.938 2.696 2.166
O -1.907 2.951 2.775
F -0.875 1.718 1.266
C 1.454 2.627 1.877
N 1.838 2.350 0.580
C 2.945 1.617 0.609
N 3.277 1.396 1.894
C 2.349 2.030 2.731
P 2.334 2.034 4.551
O 1.814 0.737 4.975
O 1.472 3.249 5.035
O 3.810 2.411 5.000
H 1.333 2.645 -0.259
H 3.490 1.245 -0.246
H 4.067 0.825 2.195
H 1.980 4.058 5.206
H 4.443 1.790 4.604
C 2.873 -2.189 0.273
C 4.194 -1.586 0.363
N 5.193 -1.027 0.456
H 2.731 -2.685 -0.684
H 2.740 -2.928 1.063
H 2.097 -1.437 0.376
C 1.097 -1.624 -3.856
C 0.759 -1.330 -2.473
N 0.476 -1.096 -1.385
H 0.436 -1.082 -4.531
H 2.123 -1.330 -4.071
H 0.993 -2.689 -4.057
C -1.905 0.946 -2.086
C -0.661 1.678 -2.207
N 0.307 2.289 -2.294
H -2.424 1.233 -1.179
H -2.565 1.158 -2.924
H -1.723 -0.128 -2.054
C -4.955 2.880 0.993
C -4.752 2.507 -0.396
N -4.563 2.210 -1.488
H -6.012 2.872 1.252
H -4.434 2.199 1.663
H -4.574 3.884 1.172
C -4.410 -2.010 -1.834
C -4.150 -2.349 -3.223
N -3.920 -2.618 -4.315
H -5.471 -2.070 -1.598
H -3.890 -2.681 -1.155
H -4.079 -0.996 -1.613
C 7.473 -0.115 4.947
C 6.317 -0.484 4.145
N 5.409 -0.819 3.525
H 8.216 -0.911 4.926
H 7.935 0.792 4.563
H 7.182 0.054 5.983
C -4.354 -3.359 -7.584
C -5.013 -4.064 -8.673
N -5.533 -4.621 -9.530
H -3.552 -3.960 -7.161
H -3.927 -2.421 -7.935
H -5.052 -3.131 -6.783
C -1.310 -3.785 1.683
C -2.650 -3.391 1.276
N -3.707 -3.081 0.956
H -1.132 -3.513 2.722
H -1.183 -4.861 1.584
H -0.564 -3.291 1.062
```

***

no.,calculated total energy (eV),M (g/mol)
1,-46852.4242,429.583
2,-9671.8453,104.137
3,-194174.4004,930.993
4,-113021.8287,1077.409
5,-8402.3976,103.189
6,-18157.0353,120.221
7,-7795.3909,85.106
8,-63594.4700,584.505